Computed, not measured: a 10-piece molecular cluster, C32H88O36P8 overall, with the ωB97M-V functional and the def2-TZVPD basis.

```
164
Properties=species:S:1:pos:R:3:forces:R:3
C -13.137434 -17.163263 -8.723110 -0.58 -0.11 -0.61
O -12.147747 -18.119919 -9.089521 0.54 -1.13 0.55
P -10.925530 -18.411946 -8.117303 0.62 0.41 0.36
O -9.998212 -19.502022 -8.532617 -1.22 1.51 0.40
O -10.268440 -16.908382 -8.006663 -0.11 -1.21 0.24
C -9.338751 -16.539762 -9.027300 0.30 -0.20 -0.22
O -11.615590 -18.569779 -6.678720 0.05 0.30 -1.98
C -10.825237 -18.929067 -5.553037 -0.68 -1.32 0.07
H -13.579710 -17.341859 -7.743753 0.46 0.09 0.18
H -13.940608 -17.340139 -9.438110 0.05 0.37 -0.09
H -12.703820 -16.171639 -8.840776 -0.28 0.09 0.22
H -9.022452 -17.427370 -9.575953 0.11 0.09 -0.10
H -8.459522 -16.077536 -8.578437 -0.06 -0.07 0.18
H -9.780044 -15.816149 -9.713312 -0.19 -0.11 -0.02
H -10.949477 -18.098673 -4.862444 0.93 -0.24 0.22
H -9.869401 -19.344007 -5.876449 0.55 1.03 0.22
H -11.271288 -19.837440 -5.143411 -0.41 0.33 0.39
C -11.787003 -16.779969 2.768057 -1.39 -0.80 -1.02
O -10.684663 -16.059221 3.243541 2.70 0.53 0.08
P -9.203800 -16.451976 2.659794 -0.04 -1.64 0.24
O -8.819685 -17.891504 2.771725 -0.38 1.92 -0.04
O -8.165220 -15.416379 3.321084 -2.01 -0.57 -0.11
C -6.777942 -15.490273 2.948472 -0.13 -0.46 -0.15
O -9.313395 -16.069475 1.096487 0.01 -0.26 1.27
C -10.175503 -15.043548 0.682250 -0.60 1.16 -1.32
H -11.571662 -17.500611 1.976310 0.55 -0.27 0.30
H -12.510611 -16.138564 2.259705 0.11 0.55 0.39
H -12.311096 -17.289909 3.575393 0.27 0.04 0.13
H -6.626487 -16.304379 2.238026 0.07 0.16 -0.23
H -6.185266 -15.756993 3.822597 -0.07 0.37 0.10
H -6.540908 -14.512252 2.536571 0.33 -0.19 0.13
H -9.637507 -14.476219 -0.078811 0.01 0.24 0.16
H -10.562258 -14.371258 1.447698 0.51 -0.08 0.30
H -11.067998 -15.414004 0.172684 0.09 -0.54 0.07
C -12.432417 -15.728922 -4.197049 -1.14 -0.14 0.77
O -11.777760 -15.152592 -5.296407 1.37 1.11 -0.38
P -11.493423 -13.538559 -5.290882 -1.07 -1.23 -0.02
O -12.770871 -12.829823 -5.397459 0.60 0.34 0.66
O -10.539727 -13.364286 -6.531749 0.81 -0.01 0.75
C -11.027076 -13.684942 -7.809018 -0.35 -0.17 -1.32
O -10.543641 -13.237747 -4.038375 0.06 0.10 -0.48
C -9.278127 -13.951648 -3.974785 0.00 0.15 -0.61
H -13.196059 -16.428868 -4.537967 0.21 -0.11 -0.26
H -12.987898 -14.982162 -3.625864 0.13 0.12 0.10
H -11.764557 -16.266802 -3.522360 0.26 0.08 -0.13
H -11.848648 -14.395753 -7.730893 -0.09 0.15 -0.16
H -10.255142 -14.135221 -8.431797 0.25 -0.13 0.50
H -11.309148 -12.786391 -8.358735 -0.37 0.09 0.34
H -9.474290 -14.915358 -3.508884 0.25 -0.05 -0.14
H -8.481840 -13.416502 -3.457935 -0.69 0.40 0.61
H -8.859640 -14.003967 -4.980311 -0.24 -0.61 -0.08
C -12.051281 -22.535323 -1.653547 -0.49 -0.26 0.42
O -11.534662 -21.540469 -0.756651 0.34 1.78 0.13
P -11.964908 -19.971128 -0.931363 -0.08 -0.75 -0.72
O -11.977065 -19.601981 -2.371827 0.22 0.21 1.60
O -11.069988 -19.117152 0.127829 -0.81 -1.49 -1.17
C -9.743734 -18.816393 -0.304749 1.45 0.87 -0.83
O -13.417872 -19.867723 -0.278417 0.54 0.16 0.02
C -13.699137 -20.470784 0.973602 -0.18 -1.15 1.01
H -11.274825 -23.049039 -2.218867 0.30 0.30 0.21
H -12.781636 -22.152194 -2.365464 0.02 0.23 0.13
H -12.524916 -23.246429 -0.976695 -0.13 -0.23 -0.34
H -9.505300 -19.214854 -1.291872 -0.28 -0.27 0.00
H -8.934569 -19.101079 0.367188 -0.62 -0.51 0.49
H -9.614974 -17.739743 -0.400349 -0.42 -0.01 0.00
H -13.652714 -19.827159 1.852546 0.04 0.63 -0.45
H -13.031195 -21.298145 1.220750 0.29 0.05 -0.37
H -14.686257 -20.932403 0.956103 -0.14 0.34 -0.32
C -8.532387 -8.920092 0.624663 -0.45 0.40 -0.19
O -8.176265 -10.240832 1.043631 0.12 -0.19 0.10
P -6.899783 -10.584370 1.932041 0.68 -0.51 0.31
O -5.656659 -9.889132 1.554797 -0.73 -0.12 0.08
O -7.373347 -10.371741 3.447579 0.28 -0.52 -0.43
C -7.292809 -9.077024 4.080465 -0.52 0.12 -0.25
O -6.817119 -12.213732 1.812528 -0.60 2.41 0.99
C -6.279225 -12.760493 0.635449 -0.20 -0.86 -1.03
H -9.614394 -8.808832 0.695016 -0.03 -0.37 0.01
H -8.258467 -8.767648 -0.418233 0.22 -0.08 0.08
H -8.135501 -8.104991 1.229678 0.46 -0.29 0.09
H -7.048319 -8.323011 3.333820 0.32 0.09 0.25
H -6.612843 -9.066558 4.930438 0.37 -0.27 -0.37
H -8.270924 -8.834628 4.496657 -0.14 -0.19 -0.20
H -6.249055 -12.114856 -0.243362 0.04 0.47 0.32
H -6.964124 -13.565148 0.360379 0.18 -0.23 -0.02
H -5.280363 -13.165128 0.799761 0.01 0.11 0.17
C -3.558336 -23.820858 -3.872947 1.28 -1.26 -0.61
O -3.651714 -22.433616 -3.745581 -0.55 1.39 0.36
P -4.985390 -21.721858 -4.236787 -0.15 0.30 0.45
O -5.190761 -21.780042 -5.705940 -0.22 0.11 1.50
O -6.047842 -22.488487 -3.270815 0.12 1.03 -1.26
C -7.417503 -22.518870 -3.705829 -0.33 -0.38 -0.08
O -4.947145 -20.256593 -3.554955 0.19 -1.53 -0.36
C -4.205781 -19.207534 -4.194892 -0.27 0.46 -0.77
H -2.858245 -24.043340 -4.681648 -0.26 0.01 -0.32
H -4.504315 -24.319131 -4.078674 -0.02 0.06 0.22
H -3.042186 -24.233677 -3.005645 -0.52 0.11 0.34
H -8.078721 -21.928194 -3.071404 0.32 0.02 0.35
H -7.718434 -23.565418 -3.669565 -0.15 0.07 0.01
H -7.569981 -22.155582 -4.722639 0.38 -0.06 -0.10
H -3.615831 -19.586296 -5.029567 0.09 -0.03 0.08
H -3.577369 -18.659541 -3.494274 -0.05 -0.37 0.27
H -4.938284 -18.514690 -4.608791 0.11 0.08 -0.03
C -6.854499 -19.682143 -7.497909 -1.56 -0.21 0.05
O -5.509938 -19.306722 -7.676271 1.13 0.22 -1.03
P -4.794738 -19.252261 -9.104178 0.42 -1.46 0.05
O -3.383294 -18.805094 -9.037940 -1.50 -0.14 -0.26
O -4.999878 -20.801384 -9.633632 -0.37 1.49 1.42
C -4.536580 -21.207525 -10.898815 -0.03 0.62 -0.78
O -5.776440 -18.416841 -10.088373 0.44 0.09 0.62
C -5.253556 -17.508659 -11.063442 0.21 -0.26 -1.15
H -7.275508 -20.127629 -8.398417 -0.10 0.20 0.00
H -7.446460 -18.821534 -7.180994 0.06 0.29 -0.51
H -7.027568 -20.392339 -6.689121 0.92 -0.25 -0.04
H -3.682939 -21.875978 -10.797888 0.04 0.14 0.00
H -4.294587 -20.320344 -11.488011 0.48 -0.13 -0.14
H -5.326195 -21.693822 -11.473026 -0.15 -0.23 0.37
H -5.642947 -17.766639 -12.050760 -0.16 -0.50 0.10
H -4.171239 -17.600009 -11.145539 0.02 0.28 0.34
H -5.575265 -16.471153 -10.974757 0.09 -0.06 0.94
C -3.450322 -14.926432 -1.291908 -0.21 -0.43 -1.26
O -2.175721 -15.322546 -0.777945 1.26 0.05 0.86
P -1.529406 -16.732423 -1.165059 -0.74 -1.10 -0.60
O -2.285862 -17.929190 -0.719509 0.88 1.21 -0.15
O -1.515987 -16.670013 -2.751680 0.38 0.18 -0.17
C -0.527790 -15.892563 -3.461097 -0.10 -0.65 -0.57
O 0.036344 -16.665317 -0.784432 -1.94 1.14 0.90
C 0.918128 -17.709150 -1.108133 0.75 -1.04 -0.70
H -4.204738 -14.773660 -0.522597 0.34 -0.35 0.30
H -3.766229 -15.664633 -2.029982 -0.45 -0.10 0.26
H -3.397964 -14.007038 -1.876634 0.57 0.19 0.30
H 0.061618 -16.623205 -4.015604 0.10 0.14 -0.09
H 0.152036 -15.317079 -2.834924 -0.32 0.05 0.23
H -1.039871 -15.260949 -4.184954 -0.03 0.10 0.18
H 0.461888 -18.671821 -1.345416 -0.56 0.20 0.06
H 1.605680 -17.925562 -0.291511 -0.07 0.47 0.12
H 1.473727 -17.406322 -1.996734 0.20 -0.01 0.11
C -3.129672 -15.867755 2.316817 0.60 0.67 0.91
C -2.744288 -17.328053 2.563648 -0.38 1.22 -1.07
O -3.885421 -18.005320 3.045204 -0.88 -1.13 -0.04
C -4.214938 -17.990382 4.329460 0.57 0.63 0.95
C -5.432141 -18.786888 4.680192 -0.64 0.60 0.74
O -3.592190 -17.386045 5.181940 0.00 -0.16 -0.65
H -2.315824 -15.316532 1.844366 -0.06 -0.21 -0.38
H -3.303353 -15.291151 3.227817 -0.11 -0.34 0.29
H -4.043038 -15.782600 1.728653 0.14 -0.19 -0.24
H -2.615439 -17.731706 1.559866 0.38 -0.41 0.24
H -1.863290 -17.476583 3.185818 -0.15 0.09 0.12
H -5.694687 -18.442405 5.681048 0.24 -0.34 0.20
H -5.225278 -19.854975 4.714659 -0.13 0.03 -0.29
H -6.335375 -18.524954 4.127573 0.28 -0.39 -0.70
C -5.639750 -17.507299 -0.400964 -0.10 1.41 -1.00
C -6.697409 -16.496293 -0.927805 0.18 -1.63 1.53
O -7.406368 -17.030153 -2.063240 0.30 0.97 -0.36
C -6.901683 -16.781059 -3.286533 0.95 0.05 -0.68
C -7.785371 -17.308299 -4.360746 -0.57 0.13 -0.02
O -5.854336 -16.223586 -3.529048 -0.26 0.19 0.83
H -6.022034 -18.515565 -0.255107 -0.19 0.19 0.28
H -5.268528 -17.022541 0.502238 0.12 -0.60 0.29
H -4.796836 -17.562614 -1.089807 0.02 -0.12 0.03
H -7.450523 -16.420673 -0.144278 -0.25 -0.04 -0.24
H -6.281055 -15.491548 -0.994204 0.05 -0.09 -0.98
H -8.248692 -18.199580 -3.939745 -0.35 -0.03 -0.59
H -7.311080 -17.436407 -5.332081 0.54 -0.44 0.40
H -8.511843 -16.531827 -4.607871 -0.46 -0.20 0.41
```
Positions in Å, forces in eV/Å.

## Properties
- Energy above the lowest of the compared OMol25 structures with the same formula, charge and spin: 0.00 kJ/mol
- HOMO level: -9.925 eV
- Gap between HOMO and LUMO: 10.2 eV
- Net charge: 0
- LUMO level: 0.32 eV
- Energy: -6712.21627 hartree